No. 1
15
Properties=species:S:1:pos:R:3:forces:R:3 method="wB97M-V/def2-TZVPD" total_energy_ev=-10398.905 charge=0 gap_ev=11.23 smiles=O.O.O.O.O relative_energy_ev=1.9441 homo_ev=-10.595
O 0.235162 0.318329 -0.436742 0.278 -0.562 1.646
H 0.245415 1.189679 -0.810048 -0.108 0.854 0.008
H 0.383902 0.422204 0.543650 -0.248 -0.081 -1.746
O -3.233753 -1.555809 1.045222 -1.315 0.544 2.229
H -3.739757 -0.761064 0.873016 -0.284 0.255 0.357
H -2.851581 -1.686669 0.224752 1.696 -0.785 -2.578
O -1.210941 3.220920 -0.332389 -3.972 -3.388 -1.241
H -0.652223 3.845048 -0.037918 2.995 3.556 1.703
H -2.074024 3.363803 0.116267 1.050 -0.130 -0.479
O 0.013903 -2.307768 -0.963552 -0.754 -3.268 -0.633
H -0.178324 -3.293524 -1.196135 0.511 2.567 0.742
H 0.362558 -1.980964 -1.795560 0.126 0.424 -0.023
O 3.970794 -0.148607 0.642676 1.072 -1.115 -1.751
H 4.772340 -0.714416 0.586506 -0.837 0.518 -0.148
H 3.956523 0.088841 1.540256 -0.210 0.611 1.915

=====

No. 2
141
Properties=species:S:1:pos:R:3:forces:R:3 method="wB97M-V/def2-TZVPD" total_energy_ev=-103554.320 charge=0 gap_ev=7.22 smiles="CCCOC[C@@]1(CN)O[C@@](I)(CCCc2ccccc2)[C@@H](Cc2cccc(C)c2)[C@@H]1COCOCCO.O=C1C=CC(=O)C=C1.O=C1C=CC(=O)C=C1.O=C1C=CC(=O)C=C1.O=C1C=CC(=O)C=C1.O=C1C=CC(=O)C=C1" homo_ev=-8.941
C 6.388606 0.118048 -1.678369 0.261 -0.255 0.539
C 6.113212 0.484731 -0.222008 -0.305 -0.136 -0.136
C 5.279777 1.744235 -0.087595 0.619 0.260 0.100
O 4.965927 2.035497 1.274890 -0.350 -0.067 -0.284
C 3.602844 1.910012 1.615835 0.341 0.050 0.194
C 3.115153 0.539152 2.122515 -1.405 -0.277 0.411
C 3.937030 -0.133304 3.224587 0.660 0.140 -0.093
N 5.391463 -0.190142 2.970141 -0.223 0.041 0.433
O 1.877238 0.946838 2.789046 -0.038 -0.055 -0.300
C 0.731034 0.225137 2.392431 0.847 1.485 -0.251
I 0.546098 -1.381516 3.880592 -0.174 -0.323 -0.013
C -0.406079 1.222109 2.658543 -0.631 -0.492 0.499
C -1.828855 0.696635 2.922789 0.049 0.302 -0.309
C -2.325637 -0.374260 1.953100 -0.546 0.074 -0.056
C -3.535676 -1.122974 2.474203 0.968 0.462 -0.350
C -3.366901 -2.379884 3.033712 -0.067 -0.248 0.140
C -4.464816 -3.088213 3.480617 0.009 0.146 -0.165
C -5.718634 -2.515138 3.355130 -0.631 -0.632 0.454
C -5.892207 -1.253715 2.834121 0.160 0.710 -0.498
C -4.785917 -0.540145 2.376216 -0.196 -0.501 0.276
C 1.061983 -0.237937 0.935243 0.577 -0.939 1.014
C 0.632734 0.674870 -0.216781 -0.647 -0.175 -0.488
C 0.096457 -0.079840 -1.421767 0.292 0.090 0.078
C 0.674331 0.131613 -2.666143 0.329 0.317 -0.110
C 0.204246 -0.510766 -3.790301 -0.224 -0.291 -0.507
C -0.859902 -1.394648 -3.706775 0.144 0.215 0.109
C -1.449332 -1.620057 -2.474783 -0.349 -0.447 -0.035
C -2.627815 -2.554153 -2.334792 -0.148 0.560 -0.058
C -0.963231 -0.966666 -1.352141 -0.069 -0.171 0.082
C 2.604153 -0.377786 0.976349 0.930 0.493 -0.613
C 3.170292 -1.785828 0.872156 0.254 -0.202 0.334
O 2.395504 -2.745580 1.583374 -0.014 0.126 -0.171
C 3.129753 -3.723233 2.260878 0.155 -0.467 0.256
O 2.431988 -4.936839 2.306150 -0.093 0.292 -0.069
C 1.818920 -5.322696 1.083986 0.082 -0.266 0.036
C 2.739975 -5.374749 -0.137992 -0.343 -0.013 -0.258
O 2.349370 -4.472705 -1.169655 0.022 0.095 0.012
H 6.909145 0.916902 -2.196349 -0.213 0.103 -0.239
H 5.470364 -0.173395 -2.187869 -0.042 0.191 -0.156
H 7.049553 -0.751539 -1.687650 0.003 -0.036 -0.138
H 5.611640 -0.345163 0.274092 -0.020 -0.001 0.110
H 7.045159 0.643389 0.322158 0.074 -0.040 0.024
H 5.882232 2.583179 -0.450574 -0.073 0.060 -0.057
H 4.382994 1.717547 -0.713089 -0.142 -0.119 0.083
H 3.388017 2.628812 2.406945 0.178 -0.011 0.119
H 2.984387 2.200253 0.762109 -0.145 -0.030 0.002
H 3.597471 -1.159054 3.343212 -0.197 -0.017 0.036
H 3.692195 0.389757 4.151628 -0.046 0.066 0.045
H 5.800623 -0.697356 3.750945 0.003 -0.120 -0.145
H 5.766818 0.749049 3.060503 0.033 -0.025 -0.350
H -0.099191 1.745905 3.562330 0.082 0.107 -0.013
H -0.454074 1.973038 1.872933 0.268 -0.049 -0.163
H -2.494771 1.555838 2.802881 -0.051 0.037 0.166
H -1.950171 0.385495 3.958433 0.189 -0.255 0.016
H -1.555755 -1.094735 1.686261 0.159 -0.013 0.124
H -2.641356 0.130686 1.036330 0.202 -0.034 -0.172
H -2.380160 -2.815647 3.120042 0.104 0.091 -0.074
H -4.348727 -4.080556 3.892004 -0.026 -0.035 0.059
H -6.583497 -3.080895 3.681503 -0.038 0.048 0.008
H -6.872158 -0.803054 2.738236 -0.127 -0.126 0.082
H -4.870294 0.452161 1.952220 -0.154 0.061 -0.023
H 0.714592 -1.266513 0.828616 -0.532 0.204 -0.304
H -0.116645 1.409242 0.075554 -0.071 -0.082 0.114
H 1.475079 1.245601 -0.599556 0.118 0.163 0.271
H 1.498485 0.827010 -2.779998 0.032 0.020 0.133
H 0.643430 -0.334904 -4.763477 0.157 0.111 0.051
H -1.232332 -1.882652 -4.596471 -0.040 -0.072 -0.023
H -2.357330 -3.508107 -1.887183 0.036 -0.082 -0.042
H -3.380726 -2.078342 -1.703859 -0.014 -0.142 0.131
H -3.101992 -2.709311 -3.301859 0.068 -0.238 -0.050
H -1.452231 -1.183496 -0.416174 0.007 0.089 0.227
H 3.017719 0.088932 0.078397 -0.183 -0.069 -0.182
H 3.239513 -2.100987 -0.173212 -0.174 0.072 -0.106
H 4.197912 -1.764976 1.246448 0.003 -0.031 0.072
H 4.112685 -3.875080 1.796715 -0.017 0.167 -0.204
H 3.287261 -3.443771 3.307301 -0.084 0.029 0.029
H 1.418281 -6.317276 1.269429 0.039 -0.019 0.180
H 0.958710 -4.681371 0.873879 0.028 0.121 -0.061
H 2.679578 -6.372866 -0.572754 0.089 -0.025 -0.040
H 3.785271 -5.204067 0.127110 0.007 0.045 0.162
H 1.774009 -3.799347 -0.789150 0.095 -0.016 0.032
O 9.647276 -1.196882 -7.429316 0.002 -0.005 0.019
C 8.956321 -0.423575 -6.800449 0.024 -0.012 -0.017
C 7.666733 -0.853927 -6.204245 -0.046 0.016 0.031
C 6.909946 -0.006703 -5.512209 0.034 -0.058 0.007
C 7.323193 1.404307 -5.306480 -0.009 0.050 0.116
O 6.632604 2.175014 -4.676976 -0.039 0.012 -0.067
C 8.613640 1.833162 -5.901214 0.049 -0.027 -0.032
C 9.369443 0.986487 -6.594578 -0.023 0.051 0.012
H 7.385722 -1.886963 -6.365661 0.025 -0.005 -0.022
H 5.967066 -0.298449 -5.067077 -0.002 0.029 0.016
H 8.896947 2.864237 -5.733818 -0.028 0.004 0.029
H 10.314377 1.276844 -7.036006 0.003 -0.030 -0.015
O -6.777183 2.246738 8.515260 0.015 0.015 0.003
C -6.359858 2.432101 7.392689 -0.053 -0.022 0.009
C -5.774598 3.740300 6.998134 0.033 0.015 -0.048
C -5.315269 3.947204 5.767177 0.018 0.028 0.035
C -5.366701 2.876703 4.741586 -0.046 -0.068 -0.059
O -4.936252 3.053247 3.619886 0.036 0.094 -0.052
C -5.961767 1.575818 5.128440 0.083 0.050 0.064
C -6.417608 1.367842 6.360370 -0.021 -0.019 -0.050
H -5.744788 4.502427 7.766327 -0.017 -0.021 0.024
H -4.881216 4.889548 5.457537 -0.001 -0.007 -0.025
H -5.971096 0.822149 4.354116 -0.065 -0.036 0.025
H -6.852994 0.425365 6.667440 0.011 0.005 0.029
O 9.132477 1.295538 -2.800078 0.102 0.047 -0.077
C 10.034994 0.928740 -2.077021 -0.020 -0.025 -0.008
C 10.579751 1.813487 -1.018830 0.028 0.009 0.045
C 11.568143 1.409582 -0.225442 -0.042 0.032 -0.021
C 12.165161 0.056774 -0.365247 0.029 -0.012 0.023
O 13.063943 -0.311367 0.358312 -0.006 0.004 -0.006
C 11.617430 -0.827844 -1.425263 -0.038 -0.004 -0.039
C 10.628913 -0.423076 -2.217936 0.031 -0.034 0.011
H 10.128012 2.793795 -0.934267 -0.022 -0.008 -0.025
H 11.982557 2.036913 0.553291 0.020 -0.024 0.010
H 12.066920 -1.808919 -1.509873 0.021 0.006 0.026
H 10.212456 -1.050545 -2.996269 -0.019 0.023 -0.008
O -6.902241 2.645284 -3.075405 -0.016 0.002 0.015
C -7.191455 2.425828 -1.917848 0.024 0.004 -0.044
C -6.658482 3.268128 -0.817646 -0.013 -0.009 0.043
C -6.978867 3.026414 0.450569 0.048 0.044 0.027
C -7.876920 1.901202 0.817316 0.023 -0.014 0.009
O -8.159948 1.677775 1.976255 0.041 -0.028 0.026
C -8.410432 1.058772 -0.282079 0.111 0.032 0.040
C -8.089958 1.305846 -1.548551 0.020 -0.014 0.044
H -6.001700 4.078192 -1.108182 -0.003 -0.007 -0.028
H -6.597423 3.621901 1.271170 -0.002 -0.042 0.031
H -9.063628 0.247204 0.004372 -0.052 0.015 0.006
H -8.466372 0.705544 -2.365347 -0.003 0.001 -0.020
O -14.141128 1.709859 -5.588621 0.004 -0.003 0.003
C -13.452238 1.409043 -4.639217 -0.023 0.010 -0.027
C -12.141249 0.734823 -4.821103 0.044 -0.019 0.026
C -11.386315 0.402219 -3.777900 -0.009 0.000 -0.026
C -11.820824 0.692558 -2.389198 -0.009 0.006 0.052
O -11.131924 0.393919 -1.435472 -0.060 -0.062 -0.093
C -13.129764 1.366092 -2.206428 -0.043 0.028 -0.027
C -13.885927 1.698713 -3.248918 0.015 -0.003 0.054
H -11.843851 0.533633 -5.842208 -0.026 0.016 -0.012
H -10.429370 -0.091452 -3.889996 0.002 -0.007 0.021
H -13.425721 1.567242 -1.184778 0.030 -0.014 0.012
H -14.843821 2.190796 -3.139598 -0.005 0.000 -0.032

=====

No. 3
11
Properties=species:S:1:pos:R:3:forces:R:3 method="wB97M-V/def2-TZVPD" total_energy_ev=-20847.240 charge=+1 gap_ev="6.76 / 6.77" relative_energy_ev=1.3351 homo_ev="-14.048 / -14.053"
C 2.320204 -0.097169 -0.550546 2.574 -1.053 1.545
N -2.713498 2.355206 0.967971 0.133 -0.827 -0.635
N -2.997506 1.348590 0.560802 0.865 3.826 1.870
N -1.826067 -1.554874 0.696133 3.834 2.257 -1.031
N 1.022573 -0.443266 -0.749384 -3.916 -1.711 -1.059
N 0.275473 -0.572082 0.246573 4.978 1.711 0.834
N -0.851775 -1.002512 0.369966 -5.453 -3.896 0.111
S -3.515025 -0.017502 0.141727 -2.188 -2.515 -1.347
H 2.542897 0.772573 -1.055925 0.046 2.630 -0.985
H 3.079624 -0.689060 -1.084801 -0.874 -0.840 -0.299
H 2.663095 -0.099906 0.457482 0.000 0.416 0.997

=====

No. 4
98
Properties=species:S:1:pos:R:3:forces:R:3 method="wB97M-V/def2-TZVPD" total_energy_ev=-194072.833 multiplicity=4 charge=-2 gap_ev="4.83 / 4.91" s_squared=3.760 relative_energy_ev=0.0000 homo_ev="-1.879 / -1.948"
V 13.869748 10.272968 11.557676 0.103 -0.158 0.761
Br 15.115363 12.580453 11.497966 -0.072 0.228 -0.124
C 13.592990 13.595289 11.971543 -0.692 2.200 0.710
C 13.748707 14.963166 12.117296 0.320 -0.456 -0.692
C 12.661810 15.828180 12.355619 0.244 -0.205 -0.057
C 11.396437 15.342145 12.489141 0.515 0.094 0.411
C 11.226375 13.940690 12.452776 -1.418 0.217 -0.800
C 9.884149 13.434751 12.451994 1.309 -0.754 0.080
C 9.713061 12.077925 12.325917 0.223 1.135 -0.316
C 10.782203 11.200884 12.081128 1.531 -0.480 0.608
C 12.127552 11.601609 11.997204 -1.125 0.900 -0.044
C 12.298987 13.058616 12.173509 0.504 -2.208 -0.397
H 14.699060 15.411456 11.879156 0.308 0.043 0.200
H 12.870901 16.880369 12.377586 -0.024 0.404 0.049
H 10.552909 16.021367 12.651282 0.198 -0.384 -0.088
H 9.070653 14.144434 12.460914 -0.188 -0.054 0.284
H 8.717201 11.729601 12.315504 -1.060 -0.653 0.017
H 10.608077 10.120050 12.062269 -0.276 0.425 -0.241
C 13.791880 11.109363 15.952087 -0.598 -0.014 1.029
C 13.532816 10.800280 14.623869 1.627 -0.152 0.224
N 14.560762 10.532290 13.809392 -0.021 -0.304 -0.286
C 15.847200 10.515967 14.297129 -2.470 0.602 -1.578
C 16.153769 10.825268 15.576108 -0.295 -0.255 2.602
C 15.082360 11.088770 16.471021 -0.528 0.206 -1.923
C 17.529290 10.580730 16.036442 0.790 1.376 1.419
C 18.284749 11.083508 17.056402 -0.613 -0.387 0.091
C 18.059304 12.184937 18.017180 0.572 -0.292 -0.748
C 18.995547 12.558921 18.982286 1.755 -0.441 0.849
C 18.786779 13.679587 19.767097 -0.075 0.361 -0.072
N 17.701759 14.466249 19.580580 0.731 -0.058 -0.271
C 16.956591 14.108642 18.551888 -0.862 -0.972 -0.187
N 17.047063 12.977830 17.815211 -1.489 2.098 0.083
H 12.908603 11.321967 16.578368 0.699 -0.059 -0.123
H 12.522897 10.770146 14.233101 0.184 0.011 -0.142
H 16.613802 10.369767 13.569604 0.441 -0.364 -0.368
H 15.238732 11.347231 17.483021 0.296 0.032 0.835
H 18.080189 9.870325 15.469519 0.188 -0.662 -0.643
H 19.251958 10.632092 17.219465 0.190 -0.207 -0.289
H 19.945451 12.001746 19.086749 -0.714 0.245 -0.011
H 19.520095 14.059126 20.521655 -0.694 -0.700 -0.650
H 16.120679 14.760285 18.282542 0.233 -0.134 0.148
S 7.848783 5.490044 10.761680 -0.003 -0.133 -0.117
C 9.182016 6.483034 10.783442 -0.166 0.673 0.822
S 10.006571 7.184667 9.416427 -0.017 -0.322 0.239
C 11.157153 7.971770 10.487990 0.609 0.195 -0.331
N 10.897909 7.798913 11.736176 -0.439 -0.251 0.492
N 9.760184 7.009436 11.895667 0.465 -0.356 0.358
C 9.363954 6.786244 13.285921 -0.626 0.164 -1.451
C 9.642155 5.614731 13.947508 -0.150 -0.699 0.667
C 9.154682 5.420729 15.252466 -0.071 -0.103 -0.782
C 8.406890 6.415344 15.884154 0.878 -0.549 0.105
C 8.185572 7.602699 15.227549 0.175 0.951 -1.176
C 8.601835 7.757442 13.883924 -0.176 1.456 0.914
S 12.544402 8.741107 9.832525 0.212 0.109 -0.023
H 10.189501 4.852075 13.411828 0.070 -0.122 0.160
H 9.297520 4.471937 15.771206 0.190 0.246 -0.233
H 8.146821 6.227157 16.918057 -0.310 0.304 -0.015
H 7.773863 8.493414 15.699539 -0.267 -0.437 0.091
H 8.426171 8.729350 13.361842 0.112 -1.029 0.438
C 17.025829 10.667349 8.101330 0.212 -1.431 -0.801
C 18.508063 10.279328 8.277932 -0.627 0.201 -0.377
C 18.601327 8.842836 8.736540 1.303 0.492 0.690
C 19.348711 11.206031 9.106631 0.330 0.233 -0.312
C 20.454151 11.699637 8.424944 0.683 0.331 0.271
C 21.383034 12.500271 9.041494 1.121 0.361 -1.178
C 21.169328 12.869992 10.332828 0.371 0.645 1.416
C 20.121283 12.374175 11.099545 -1.133 0.163 -0.255
C 20.104502 12.920858 12.531721 0.272 -1.048 1.044
C 18.848434 13.619827 13.020322 -0.078 1.257 -0.345
C 20.373503 11.809063 13.555217 -0.285 -1.025 -0.035
C 19.140158 11.515545 10.455461 1.480 0.779 0.985
N 17.958889 11.020648 11.069734 0.398 1.982 -1.402
H 16.617282 10.120598 7.206056 0.304 0.604 0.741
H 16.896161 11.717477 7.984906 -0.186 0.915 -0.204
H 16.455305 10.314162 8.950172 -0.438 -0.048 0.114
H 18.982191 10.372387 7.300254 -0.216 -0.275 -0.208
H 18.117245 8.712927 9.695763 -0.171 -0.248 0.097
H 19.647637 8.541303 8.845692 -0.027 0.082 0.189
H 18.206538 8.214626 7.994987 -0.949 -1.037 -0.934
H 20.674056 11.454857 7.401643 -0.354 -0.367 -0.339
H 22.305364 12.835366 8.507287 -0.973 -0.206 0.388
H 21.834785 13.616535 10.805649 -0.256 -0.639 -0.248
H 20.946427 13.629801 12.640548 -0.370 -0.166 -0.416
H 18.015963 12.963468 13.261263 0.118 -0.232 0.117
H 18.502649 14.264589 12.220714 -0.327 0.342 -0.185
H 19.081775 14.300185 13.875163 -0.184 -0.706 -0.386
H 19.476825 11.170421 13.597581 0.226 0.139 0.052
H 20.523036 12.187011 14.571694 0.085 0.181 -0.130
H 21.186839 11.120569 13.297322 0.062 0.317 -0.021
N 16.587494 7.930572 12.543153 2.413 1.074 1.117
C 16.833109 9.140409 11.857626 -0.171 -0.110 -0.543
O 15.795324 9.604057 11.191846 -0.309 -0.164 -0.035
C 17.994711 9.855846 11.853213 -0.767 -1.220 0.329
I 21.532728 6.950849 12.657891 -0.059 0.035 0.055
H 15.890833 7.379434 12.134539 -0.981 -0.756 -0.852
H 17.463669 7.427865 12.723335 -0.587 0.052 -0.055
H 17.382612 10.853781 10.257843 -0.652 -0.119 0.570
H 18.970460 9.544712 12.128292 0.489 -0.709 0.576

=====

No. 5
17
Properties=species:S:1:pos:R:3:forces:R:3 method="wB97M-V/def2-TZVPD" total_energy_ev=-10914.316 charge=0 gap_ev=11.10 smiles="C[C@H]1CN1C(=O)CO" relative_energy_ev=2.2597 homo_ev=-10.219
C 1.417773 -1.910753 -0.251529 0.442 -0.809 1.490
C 0.376324 -0.918058 -0.551035 0.867 0.900 -2.099
C -1.061583 -1.223754 -0.616547 0.460 -0.999 -0.220
N -0.529746 -0.396404 0.450918 -0.553 1.496 0.167
C -0.640562 0.992843 0.101978 -1.620 -0.629 0.676
O -1.167877 1.451403 -0.878040 -0.205 -0.483 -0.592
C -0.123703 1.888910 1.124202 -0.318 1.129 0.956
O -0.655573 3.195351 0.942788 0.474 -0.266 0.572
H 2.424644 -1.652934 -0.530833 0.431 0.901 0.313
H 1.362517 -2.145356 0.839742 0.262 -0.174 -0.893
H 1.312239 -2.788350 -0.856315 -0.653 -0.847 -0.067
H 0.693087 -0.083163 -1.217603 -0.151 -1.034 0.049
H -1.332953 -2.206602 -0.235098 -0.177 0.207 -0.277
H -1.612474 -0.792443 -1.433801 -0.352 0.162 0.158
H 0.942274 1.869896 0.914727 0.646 0.156 0.578
H -0.362106 1.483723 2.139858 0.379 0.516 -0.820
H -1.042281 3.235691 0.056586 0.068 -0.227 0.008